1.
# C5H8N2O2

A molecular structure, C5H8N2O2 in a non-equilibrium geometry (the ωB97M-V functional and the def2-TZVPD basis, the Open Molecules 2025 dataset).

Properties
**Spin multiplicity**: 1
**Kohn-Sham gap**: 8.615 eV
**E_HOMO**: -0.2993 Ha

Positions of all 17 atoms, in Å:
C (-0.026, -0.439, 1.737)
N (0.322, -0.214, 0.332)
C (1.643, -1.550, -0.081)
C (-0.472, -0.338, -0.678)
C (-1.384, 1.271, -0.027)
C (-1.061, 2.447, -0.531)
O (2.249, -1.387, -1.274)
N (-0.633, -0.700, -1.844)
O (2.010, -2.390, 0.707)
H (3.017, -1.994, -1.287)
H (-1.280, -0.181, -2.429)
H (-2.253, 1.039, 0.578)
H (-1.004, -0.909, 1.855)
H (0.724, -1.094, 2.182)
H (-0.012, 0.525, 2.243)
H (-0.146, 2.593, -1.099)
H (-1.693, 3.323, -0.385)

Formally, the Mulliken partial charges of the atoms, in units of the elementary charge, are as follows: -0.92, -0.11, 0.55, 0.53, -0.43, -0.62, -0.40, -0.66, -0.50, 0.34, 0.30, 0.34, 0.29, 0.39, 0.33, 0.25, 0.29



2.
# C4H7N3O

2 unconnected molecules or ions with the total composition C4H7N3O in a non-equilibrium geometry (the ωB97M-V functional and the def2-TZVPD basis, the Open Molecules 2025 dataset).

Properties
**Spin multiplicity**: 1
**Kohn-Sham gap**: 8.920 eV
**E_HOMO**: -0.3226 Ha

Positions of all 15 atoms, in Å:
C (0.138, 0.676, 0.349)
C (1.575, 0.146, 0.482)
C (1.662, -1.060, 0.001)
C (-0.397, -0.713, -0.121)
H (0.990, 1.668, -1.502)
H (-1.094, 1.733, -1.279)
H (-0.221, 0.960, 1.178)
H (2.323, 0.983, 0.895)
H (2.693, -1.423, 0.051)
H (-2.204, -1.871, -0.438)
H (-1.693, -0.089, 1.490)
N (-0.122, 1.635, -0.667)
N (0.503, -1.611, -0.447)
N (-1.742, -0.898, -0.544)
O (-2.413, -0.137, 0.552)

Formally, the Mulliken partial charges of the atoms, in units of the elementary charge, are as follows: -0.24, -0.36, -0.35, 0.30, 0.32, 0.29, 0.54, 0.30, 0.37, 0.32, 0.42, -0.63, -0.66, -0.17, -0.44



3.
# C36H30InN6O16S

A molecular structure, C36H30InN6O16S in a non-equilibrium geometry (the ωB97M-V functional and the def2-TZVPD basis, the Open Molecules 2025 dataset).

Properties
**Spin multiplicity**: 1
**Kohn-Sham gap**: 2.374 eV
**E_HOMO**: -0.4473 Ha
**Total charge**: +1

Positions of all 90 atoms, in Å:
In (2.060, 0.982, 4.174)
S (0.555, 1.073, 1.274)
O (-0.100, 1.342, 0.003)
O (-0.083, 1.715, 2.420)
O (0.667, -0.341, 1.716)
O (1.949, 1.557, 1.354)
C (-3.112, -0.360, 0.245)
C (-3.983, -1.359, 0.585)
C (-5.362, -0.864, 0.648)
C (-5.713, 0.399, 0.279)
C (-4.660, 1.280, -0.024)
C (-3.364, 0.924, -0.061)
N (-7.115, 0.868, 0.391)
O (-7.284, 2.054, 0.650)
O (-8.003, 0.057, 0.186)
H (-2.049, -0.546, 0.184)
H (-3.771, -2.386, 0.842)
H (-6.148, -1.461, 1.087)
H (-4.785, 2.316, -0.303)
H (-2.500, 1.504, -0.350)
C (-2.172, 6.040, -0.318)
C (-2.202, 7.142, 0.528)
C (-1.792, 6.966, 1.846)
C (-1.478, 5.743, 2.434)
C (-1.484, 4.581, 1.588)
C (-1.826, 4.786, 0.262)
N (-1.147, 5.722, 3.863)
O (-1.223, 6.732, 4.593)
O (-0.646, 4.719, 4.393)
H (-2.247, 6.215, -1.381)
H (-2.523, 8.151, 0.315)
H (-1.757, 7.810, 2.519)
H (-1.174, 3.621, 1.975)
H (-1.736, 3.895, -0.342)
C (3.642, -3.354, -2.635)
C (4.895, -2.852, -2.396)
C (5.095, -2.249, -1.169)
C (4.016, -1.863, -0.382)
C (2.769, -2.482, -0.510)
C (2.572, -3.185, -1.717)
N (4.293, -1.025, 0.826)
O (5.274, -0.279, 0.752)
O (3.651, -1.157, 1.825)
H (3.474, -3.828, -3.590)
H (5.817, -3.194, -2.843)
H (6.021, -1.794, -0.852)
H (1.951, -2.232, 0.149)
H (1.624, -3.677, -1.877)
C (-1.460, -5.488, 3.029)
C (-1.694, -4.120, 3.028)
C (-0.613, -3.330, 3.282)
C (0.619, -3.817, 3.637)
C (0.766, -5.202, 3.583)
C (-0.277, -6.033, 3.346)
N (1.710, -3.032, 4.083)
O (1.472, -1.911, 4.504)
O (2.778, -3.575, 4.066)
H (-2.274, -6.153, 2.777)
H (-2.644, -3.690, 2.745)
H (-0.820, -2.275, 3.381)
H (1.710, -5.703, 3.738)
H (-0.092, -7.087, 3.494)
C (-2.188, -0.719, -3.398)
C (-1.101, -0.658, -2.419)
C (-0.751, -1.721, -1.669)
C (-1.366, -2.980, -1.926)
C (-2.350, -3.143, -2.942)
C (-2.761, -1.980, -3.599)
N (-1.009, -4.140, -1.152)
O (-0.984, -5.219, -1.780)
O (-0.806, -4.091, 0.109)
H (-2.418, 0.066, -4.103)
H (-0.643, 0.305, -2.252)
H (-0.165, -1.676, -0.763)
H (-2.702, -4.141, -3.159)
H (-3.529, -2.133, -4.343)
C (2.247, 2.601, -3.650)
C (3.340, 3.180, -4.217)
C (4.598, 2.970, -3.671)
C (4.665, 2.517, -2.378)
C (3.547, 2.007, -1.764)
C (2.357, 1.965, -2.422)
N (5.991, 2.509, -1.665)
O (7.036, 2.966, -2.172)
O (5.911, 2.209, -0.510)
H (1.263, 2.684, -4.087)
H (3.266, 3.625, -5.198)
H (5.469, 3.323, -4.203)
H (3.489, 1.681, -0.736)
H (1.527, 1.703, -1.781)

Formally, the Mulliken partial charges of the atoms, in units of the elementary charge, are as follows: 0.90, 1.31, -0.37, -0.67, -0.20, -0.47, 0.44, -0.65, -0.59, -0.16, -0.22, -0.42, 0.90, -0.54, -0.53, 0.00, 0.62, 0.42, 0.46, 0.31, -0.90, -0.38, -0.33, -0.25, 0.05, -0.02, 0.95, -0.56, -0.57, 0.40, 0.39, 0.45, 0.48, 0.43, -0.62, -0.66, -0.49, 0.33, -0.31, -0.25, 1.17, -0.56, -0.56, 0.41, 0.41, 0.42, 0.48, 0.41, -0.25, -0.99, 0.39, -0.29, -0.01, -0.90, 1.07, -0.66, -0.59, 0.40, 0.49, 0.40, 0.46, 0.43, -1.18, -0.24, 0.33, 0.11, -0.87, -0.48, 0.90, -0.56, -0.36, 0.50, 0.66, 0.28, 0.55, 0.43, -0.54, -0.52, -0.60, -0.21, 0.06, 0.28, 0.98, -0.60, -0.55, 0.43, 0.37, 0.46, 0.49, 0.02



4.
# C4H12O3

3 unconnected molecules or ions with the total composition C4H12O3 in a non-equilibrium geometry (the ωB97M-V functional and the def2-TZVPD basis, the Open Molecules 2025 dataset).

Properties
**Spin multiplicity**: 1
**SMILES**: C/C=C/CO.O.O
**Kohn-Sham gap**: 10.281 eV
**E_HOMO**: -0.3547 Ha

Positions of all 19 atoms, in Å:
C (1.886, 1.833, 0.625)
C (0.484, 1.871, 0.868)
C (-0.421, 1.946, -0.061)
C (-1.940, 1.919, 0.394)
O (-2.169, 0.545, 0.842)
H (2.170, 1.511, -0.410)
H (2.461, 2.793, 0.693)
H (2.447, 0.975, 1.058)
H (0.248, 1.911, 1.960)
H (-0.272, 1.999, -1.137)
H (-2.723, 2.197, -0.304)
H (-1.907, 2.454, 1.306)
H (-2.449, 0.129, -0.060)
O (1.827, -5.108, -1.457)
H (0.799, -5.372, -1.562)
H (2.016, -5.526, -0.640)
O (-0.965, -2.300, -1.009)
H (-0.320, -2.394, -0.206)
H (-1.169, -1.382, -0.899)

Formally, the Mulliken partial charges of the atoms, in units of the elementary charge, are as follows: -1.17, -0.02, 0.01, -0.70, -0.48, 0.29, 0.26, 0.31, 0.25, 0.34, 0.35, 0.28, 0.27, -0.65, 0.34, 0.31, -0.64, 0.34, 0.29



Look up the spin multiplicity of the first one. 1



Which value of spin multiplicity does entry 4 give? 1



What is the formula in the first record? C5H8N2O2



What is the formula in the fourth record? C4H12O3